Entry 1:
C4H12 | wB97M-V/def2-TZVPD

The value obtained for the LUMO energy is 0.041 Eh. The value obtained for the maximum force is 1.56 eV/A. The energy above the lowest of the compared OMol25 structures with the same formula, charge and spin is 0.2026 eV. Its HOMO-LUMO gap is 12.75 eV. As for the total charge: 0. For the HOMO energy, the calculation gives -11.626 eV. The calculation puts the molecular weight at 60.140 u. Its SMILES is CC.CC. The total energy comes out at -159.57753 hartree.

Geometry as XYZ:
```
16
Properties=species:S:1:pos:R:3:mulliken_charge:R:1
C -2.1135 -0.2726 -1.1164 -0.86
C -2.2018 0.4578 0.2279 -0.74
H -2.7502 0.2781 -1.7993 0.30
H -1.1165 -0.1897 -1.5576 0.25
H -2.4134 -1.3118 -1.1334 0.29
H -1.6039 0.0048 1.0175 0.20
H -3.2407 0.5466 0.5334 0.32
H -1.7836 1.4584 0.0798 0.24
C 1.8791 0.4232 0.8676 -0.79
C 2.4957 -0.6917 0.0571 -0.80
H 2.5725 0.9374 1.5413 0.32
H 1.3919 1.2227 0.2930 0.26
H 1.0388 0.1401 1.5055 0.21
H 1.7351 -1.4347 -0.2035 0.24
H 3.2591 -1.2404 0.5999 0.32
H 2.8512 -0.3282 -0.9128 0.25
```



Entry 2:
C4H12 | wB97M-V/def2-TZVPD

The value obtained for the LUMO energy is 0.038 Eh. The value obtained for the maximum force is 1.72 eV/A. The energy above the lowest of the compared OMol25 structures with the same formula, charge and spin is 0.2559 eV. Its HOMO-LUMO gap is 12.74 eV. As for the total charge: 0. For the HOMO energy, the calculation gives -11.706 eV. The calculation puts the molecular weight at 60.140 u. Its SMILES is CC.CC. The total energy comes out at -159.57557 hartree.

Geometry as XYZ:
```
16
Properties=species:S:1:pos:R:3:mulliken_charge:R:1
C -2.7336 -0.5490 0.5878 -0.87
C -1.8576 -0.9412 1.7757 -0.75
H -2.9092 -1.3407 -0.1442 0.28
H -3.6669 -0.1867 0.9278 0.30
H -2.2594 0.2246 -0.0176 0.26
H -0.9062 -1.3417 1.4333 0.24
H -2.3870 -1.6312 2.4246 0.29
H -1.6042 -0.0309 2.3212 0.25
C 1.9033 0.8722 -1.8117 -0.83
C 2.6572 0.6212 -0.4888 -0.73
H 1.3369 -0.0388 -2.0330 0.24
H 1.2143 1.7086 -1.8340 0.29
H 2.6557 0.9082 -2.5965 0.29
H 2.1284 0.0528 0.2478 0.23
H 2.8647 1.6062 -0.0713 0.24
H 3.5635 0.0664 -0.7212 0.27
```



Entry 3:
C4H12 | wB97M-V/def2-TZVPD

The value obtained for the LUMO energy is 0.040 Eh. The value obtained for the maximum force is 5.09 eV/A. The energy above the lowest of the compared OMol25 structures with the same formula, charge and spin is 0.7446 eV. Its HOMO-LUMO gap is 12.46 eV. As for the total charge: 0. For the HOMO energy, the calculation gives -11.365 eV. The calculation puts the molecular weight at 60.140 u. Its SMILES is CC.CC. The total energy comes out at -159.55761 hartree.

Geometry as XYZ:
```
16
Properties=species:S:1:pos:R:3:mulliken_charge:R:1
C 1.7767 -0.1917 0.2143 -0.75
C 3.0000 -0.3390 1.0727 -0.86
H 1.9978 -0.1331 -0.8900 0.31
H 1.1642 -1.0572 0.3435 0.32
H 1.0369 0.5938 0.5065 0.20
H 3.6282 -1.1582 0.8508 0.34
H 3.5203 0.7386 1.0752 0.22
H 2.6591 -0.4722 2.2015 0.22
C -1.9036 0.8537 -0.7822 -0.59
C -2.7723 -0.3988 -0.5152 -0.83
H -0.8250 0.8581 -0.6094 0.08
H -2.0590 1.0833 -1.8327 0.27
H -2.3534 1.6924 -0.1647 0.24
H -3.8309 -0.1946 -0.7377 0.30
H -2.6378 -0.6912 0.4980 0.29
H -2.4014 -1.1838 -1.2305 0.24
```



Entry 4:
C4H12 | wB97M-V/def2-TZVPD

The value obtained for the LUMO energy is 0.043 Eh. The value obtained for the maximum force is 3.04 eV/A. The energy above the lowest of the compared OMol25 structures with the same formula, charge and spin is 0.9060 eV. Its HOMO-LUMO gap is 12.13 eV. As for the total charge: 0. For the HOMO energy, the calculation gives -10.954 eV. The calculation puts the molecular weight at 60.140 u. Its SMILES is CC.CC. The total energy comes out at -159.55168 hartree.

Geometry as XYZ:
```
16
Properties=species:S:1:pos:R:3:mulliken_charge:R:1
C -1.6706 -0.1673 0.2117 -0.09
C -2.2495 -1.4016 -0.4308 -0.90
H -2.1219 0.0702 1.1927 0.34
H -0.6497 -0.2999 0.3731 -0.39
H -1.7034 0.7905 -0.4135 0.28
H -1.4475 -2.2532 -0.3364 0.25
H -2.5402 -1.3027 -1.4550 0.28
H -3.0342 -1.8167 0.1643 0.30
C 2.3169 1.3479 0.4475 -0.81
C 1.5798 0.2468 -0.3422 -0.73
H 2.3039 2.2846 -0.0996 0.25
H 1.7442 1.6616 1.3980 0.24
H 3.2823 0.9683 0.8060 0.28
H 2.3021 -0.5135 -0.6090 0.36
H 1.0471 0.6062 -1.2079 0.32
H 0.8408 -0.2212 0.3012 0.04
```



Entry 5:
C4H12 | wB97M-V/def2-TZVPD

The value obtained for the LUMO energy is 0.043 Eh. The value obtained for the maximum force is 2.83 eV/A. The energy above the lowest of the compared OMol25 structures with the same formula, charge and spin is 0.7300 eV. Its HOMO-LUMO gap is 12.32 eV. As for the total charge: 0. For the HOMO energy, the calculation gives -11.146 eV. The calculation puts the molecular weight at 60.140 u. Its SMILES is CC.CC. The total energy comes out at -159.55815 hartree.

Geometry as XYZ:
```
16
Properties=species:S:1:pos:R:3:mulliken_charge:R:1
C 0.3166 1.9696 0.5074 -0.78
C 0.9840 1.0641 1.4991 -0.91
H -0.4705 1.4901 -0.0885 0.22
H -0.0816 2.8761 0.9589 0.31
H 0.9983 2.2218 -0.3111 0.28
H 0.3409 0.2180 1.6997 0.26
H 1.0977 1.4201 2.5278 0.33
H 1.8768 0.6088 1.0989 0.28
C -1.0369 -2.0781 -0.6977 -0.90
C -0.2528 -0.9301 -1.3350 -0.11
H -0.6235 -3.0211 -1.0793 0.26
H -0.9842 -2.1464 0.3940 0.27
H -2.1120 -2.1171 -0.8956 0.28
H 0.6966 -1.2553 -1.7570 0.33
H -0.8670 -0.1825 -1.8379 0.36
H 0.0776 -0.2728 -0.4974 -0.50
```



Entry 6:
C4H12 | wB97M-V/def2-TZVPD

The value obtained for the LUMO energy is 0.039 Eh. The value obtained for the maximum force is 5.71 eV/A. The energy above the lowest of the compared OMol25 structures with the same formula, charge and spin is 1.7115 eV. Its HOMO-LUMO gap is 11.95 eV. As for the total charge: 0. For the HOMO energy, the calculation gives -10.888 eV. The calculation puts the molecular weight at 60.140 u. Its SMILES is CC.CC. The total energy comes out at -159.52207 hartree.

Geometry as XYZ:
```
16
Properties=species:S:1:pos:R:3:mulliken_charge:R:1
C 1.1787 1.3142 0.8192 -0.79
C 0.4618 1.0523 2.0590 -0.87
H 1.5704 2.4536 0.8868 0.26
H 2.0920 0.7981 0.6456 0.32
H 0.6083 1.5303 -0.1304 0.22
H -0.0125 0.1510 2.1464 0.37
H -0.6117 1.5478 2.0721 0.22
H 1.0914 1.3340 2.9303 0.27
C -0.0841 -1.0877 -1.6822 -0.64
C -1.4816 -1.5014 -1.2363 -0.78
H -0.2670 0.0108 -1.9309 0.17
H 0.6667 -1.0279 -0.9628 0.23
H 0.3920 -1.7693 -2.5023 0.27
H -1.8009 -0.6076 -0.6176 0.19
H -1.4759 -2.4219 -0.6194 0.25
H -2.3276 -1.7761 -1.8775 0.31
```



Entry 7:
C4H12 | wB97M-V/def2-TZVPD

The value obtained for the LUMO energy is 0.042 Eh. The value obtained for the maximum force is 2.92 eV/A. The energy above the lowest of the compared OMol25 structures with the same formula, charge and spin is 0.6994 eV. Its HOMO-LUMO gap is 12.48 eV. As for the total charge: 0. For the HOMO energy, the calculation gives -11.346 eV. The calculation puts the molecular weight at 60.140 u. Its SMILES is CC.CC. The total energy comes out at -159.55927 hartree.

Geometry as XYZ:
```
16
Properties=species:S:1:pos:R:3:mulliken_charge:R:1
C 0.8140 -1.2551 -1.4681 -0.76
C 2.0019 -0.2675 -1.1756 -0.79
H -0.0789 -0.6322 -1.5426 0.14
H 1.0163 -1.6797 -2.4484 0.36
H 0.6873 -1.9069 -0.6126 0.25
H 2.9061 -0.8974 -1.2942 0.27
H 1.8302 0.0601 -0.1604 0.22
H 2.2439 0.3836 -2.0078 0.30
C -0.9841 0.4031 0.8961 -0.74
C -1.9101 1.2101 1.8268 -1.01
H -1.2608 -0.6525 0.7534 0.34
H -1.0975 0.6682 -0.1571 0.31
H 0.0625 0.5052 1.1734 0.19
H -2.9354 0.8729 1.7056 0.32
H -1.6730 2.2552 1.6736 0.29
H -1.6225 0.9331 2.8379 0.28
```



Entry 8:
C4H12 | wB97M-V/def2-TZVPD

The value obtained for the LUMO energy is 0.039 Eh. The value obtained for the maximum force is 4.13 eV/A. The energy above the lowest of the compared OMol25 structures with the same formula, charge and spin is 1.1903 eV. Its HOMO-LUMO gap is 12.43 eV. As for the total charge: 0. For the HOMO energy, the calculation gives -11.370 eV. The calculation puts the molecular weight at 60.140 u. Its SMILES is CC.CC. The total energy comes out at -159.54123 hartree.

Geometry as XYZ:
```
16
Properties=species:S:1:pos:R:3:mulliken_charge:R:1
C 1.7711 0.7684 -2.1582 -0.77
C 1.5022 1.6106 -0.9403 -0.86
H 0.8581 0.6901 -2.8254 0.23
H 2.6139 1.1261 -2.6586 0.32
H 2.1029 -0.2653 -1.9454 0.26
H 0.6054 1.4876 -0.4539 0.31
H 1.6553 2.7499 -0.9512 0.28
H 2.1326 1.2951 -0.0177 0.24
C -1.5538 -1.7816 0.9445 -0.76
C -1.7280 -0.6000 2.0936 -0.82
H -1.9983 -2.7181 1.3646 0.26
H -2.1939 -1.4470 0.2223 0.26
H -0.5432 -1.8042 0.5821 0.25
H -2.2515 0.2801 1.6257 0.22
H -0.7072 -0.3952 2.4958 0.22
H -2.2233 -0.9834 2.9243 0.37
```



Entry 9:
C4H12 | wB97M-V/def2-TZVPD

The value obtained for the LUMO energy is 0.040 Eh. The value obtained for the maximum force is 2.19 eV/A. The energy above the lowest of the compared OMol25 structures with the same formula, charge and spin is 0.7732 eV. Its HOMO-LUMO gap is 12.68 eV. As for the total charge: 0. For the HOMO energy, the calculation gives -11.600 eV. The calculation puts the molecular weight at 60.140 u. Its SMILES is CC.CC. The total energy comes out at -159.55656 hartree.

Geometry as XYZ:
```
16
Properties=species:S:1:pos:R:3:mulliken_charge:R:1
C 0.1931 -0.3980 -1.7329 -0.82
C 0.5437 -0.8121 -3.2054 -0.91
H 0.7754 0.4827 -1.4765 0.27
H -0.8654 -0.1903 -1.6111 0.31
H 0.2860 -1.1670 -0.9835 0.31
H 1.6177 -0.6873 -3.3710 0.28
H 0.2812 -1.8637 -3.3240 0.29
H -0.1617 -0.4216 -3.9552 0.28
C -0.8982 0.1724 2.1260 -0.54
C 0.1704 1.0566 2.8275 -0.91
H -0.8212 0.2545 1.0651 0.02
H -0.6033 -0.9091 2.2338 0.27
H -1.8523 0.5470 2.4694 0.29
H 0.3048 0.6046 3.7715 0.29
H -0.1111 2.0998 2.7182 0.30
H 1.1291 1.1188 2.3208 0.29
```



Entry 10:
C4H12 | wB97M-V/def2-TZVPD

The value obtained for the LUMO energy (spin up / spin down) is -0.122 / -0.421 Eh. The spin multiplicity is 2. The value obtained for the maximum force is 2.72 eV/A. The energy above the lowest of the compared OMol25 structures with the same formula, charge and spin is 0.8076 eV. Its HOMO-LUMO gap (spin up / spin down) is 12.70 / 4.10 eV. As for the total charge: +1. For the HOMO energy (spin up / spin down), the calculation gives -16.035 / -15.540 eV. The calculation puts the molecular weight at 60.140 u. The total energy comes out at -159.14016 hartree.

Geometry as XYZ:
```
16
Properties=species:S:1:pos:R:3:mulliken_charge:R:1
C 1.9349 0.2926 -2.0570 -0.69
C 0.8330 0.1250 -1.0672 -0.64
H 2.3872 1.2252 -1.5912 0.29
H 2.6306 -0.5346 -2.1803 0.36
H 1.5836 0.4743 -3.0726 0.34
H 1.1350 -0.3565 -0.1356 0.33
H -0.1697 -0.1859 -1.4448 0.42
H 0.4419 1.1188 -0.6873 0.44
C -0.7814 -0.0223 2.0296 -0.96
C -1.9282 -0.4497 1.0397 -0.61
H 0.1428 -0.5991 1.9438 0.31
H -0.6280 1.0522 2.0370 0.32
H -1.2441 -0.2642 2.9864 0.36
H -2.7994 0.0427 1.4724 0.31
H -2.1921 -1.4961 1.2200 0.29
H -1.6339 -0.2479 0.0147 0.13
```